Entry w
This record from the OMol25 dataset describes a gas-phase ion, C6H9N2O2S (charge +1). The level of theory is ωB97M-V/def2-TZVPD.

HOMO-LUMO gap (alpha / beta): 0.284 / 0.284 Eh
highest occupied orbital energy (alpha / beta): -13.9 / -13.9 eV
E_LUMO (alpha / beta): -0.2275 / -0.2275 Ha

The geometry in ORCA input format:
```
! wB97M-V def2-TZVPD RIJCOSX def2/J DEFGRID3
* xyz 1 1
N -1.440 0.501 -0.985
H 2.215 -0.130 -1.568
H -1.418 -0.501 1.519
O -1.468 2.677 -2.041
N 0.963 0.263 0.237
C -1.859 1.830 -1.324
H 2.811 -0.800 -0.129
H 0.622 1.197 0.206
C -0.594 -0.569 -1.308
C -0.761 -1.212 1.258
H 0.181 -0.669 -2.150
S -0.711 -1.961 -0.375
H 1.437 -1.296 1.397
H 2.860 1.064 -0.345
C 2.251 0.112 -0.467
O -3.177 0.778 0.620
H -0.746 -2.025 1.960
C -2.489 1.098 -0.246
C 0.663 -0.522 1.451
H 0.661 0.167 2.293
*
```

---

Entry x
This record from the OMol25 dataset describes a gas-phase ion, C6H9N2O2S (charge +1). The level of theory is ωB97M-V/def2-TZVPD.

HOMO-LUMO gap: 0.360 Eh
highest occupied orbital energy: -13.3 eV
E_LUMO: -0.1280 Ha

The geometry in ORCA input format:
```
! wB97M-V def2-TZVPD RIJCOSX def2/J DEFGRID3
* xyz 1 1
C 0.294 -0.963 0.788
O -2.736 -1.268 2.115
N -1.114 1.777 -0.885
H -0.259 2.331 -0.747
C 1.656 -1.232 0.243
H 1.888 -2.206 0.039
C -0.798 -0.697 0.002
C -0.573 0.393 -1.243
H 2.915 -0.347 -1.262
H 0.440 -1.315 2.820
C 1.787 -0.420 -1.038
H 1.325 1.052 -2.296
N -0.136 -0.917 2.109
S -1.699 -0.458 1.566
H -1.746 2.306 -1.481
O -1.777 0.948 1.698
H -1.563 1.628 0.089
C 0.883 0.423 -1.543
H 2.350 -1.041 1.013
H -1.138 0.007 -1.987
*
```

---

Least stable: entry w

---

Entry w
This record from the OMol25 dataset describes a molecular structure, H26NeO13. The level of theory is ωB97M-V/def2-TZVPD.

HOMO-LUMO gap: 0.362 Eh
highest occupied orbital energy: -10.3 eV
E_LUMO: -0.0175 Ha

The geometry in ORCA input format:
```
! wB97M-V def2-TZVPD RIJCOSX def2/J DEFGRID3
* xyz 0 1
H -2.231 -2.982 2.036
H 2.524 -1.967 0.869
O 0.878 0.159 -3.126
H 3.554 1.265 1.965
H -0.820 3.391 0.892
O 2.670 1.071 2.276
Ne -0.002 -0.276 -0.352
O -1.303 -3.083 1.825
H -3.124 -0.894 -1.866
H -0.846 -3.409 -0.231
H -0.305 -3.866 -1.569
O 1.209 -1.236 2.140
O 3.349 -1.997 0.386
H -3.905 -2.143 -2.214
O -3.447 -1.402 -2.610
H -2.564 0.835 -1.001
H 1.591 3.372 0.375
H 1.542 0.362 -3.785
O -1.746 3.149 0.901
H -2.061 3.442 1.756
H -3.485 1.298 0.108
O -1.218 -0.020 2.183
O -1.104 -3.557 -1.141
H 3.077 1.256 -1.361
H -0.492 2.029 -1.096
H -1.960 0.175 1.610
O -3.210 0.516 -0.371
H 2.247 0.059 -1.773
H 1.893 -0.569 2.203
H 0.385 -0.572 -3.499
H 0.401 -0.772 2.360
O 1.144 2.551 0.170
O 3.009 0.307 -1.250
H 2.724 1.166 3.227
H 3.306 -1.250 -0.210
O -1.015 1.806 -1.867
H 1.669 1.878 0.603
H -0.869 0.839 2.425
H -1.052 -2.244 1.439
H -0.416 1.312 -2.427
*
```

---

Entry x
This record from the OMol25 dataset describes a molecular structure, H26NeO13. The level of theory is ωB97M-V/def2-TZVPD.

HOMO-LUMO gap: 0.361 Eh
highest occupied orbital energy: -10.0 eV
E_LUMO: -0.0053 Ha

The geometry in ORCA input format:
```
! wB97M-V def2-TZVPD RIJCOSX def2/J DEFGRID3
* xyz 0 1
H 3.696 1.495 1.822
H 1.705 -4.073 -1.899
H 1.087 -3.572 -0.610
O 0.630 0.026 3.229
H -1.005 -3.103 1.035
O 2.798 1.352 1.522
H 1.580 1.636 -3.549
H 2.595 0.263 -0.067
H 0.916 0.874 3.567
H -1.899 -3.179 -1.323
O -0.088 2.989 -1.400
O -2.083 -0.274 2.147
H -2.082 -0.943 1.462
O -1.845 1.955 0.693
H -3.150 2.632 -2.029
H 2.491 0.292 -1.577
O 1.608 -2.528 0.863
H -0.288 0.160 2.991
O 2.793 -0.252 -0.850
H 0.294 2.347 -1.998
O -1.655 -3.391 -2.224
O 0.073 3.064 2.400
H 0.482 0.593 -3.553
O 0.887 -4.072 -1.402
H -0.753 -3.704 -2.161
H -0.301 3.643 3.064
H -2.570 2.580 0.711
H 1.732 -1.830 0.221
H -1.415 2.110 -0.147
H -2.151 0.555 1.673
H -2.709 1.376 -2.749
H -2.472 -3.143 0.662
H 0.666 3.435 -1.013
O 1.139 0.999 -2.987
H -0.683 2.625 2.011
H 2.416 0.770 2.179
Ne -0.126 -0.028 -0.468
O -1.665 -2.649 0.511
H 2.488 -2.709 1.194
O -3.137 1.679 -1.948
*
```

---

Least stable: entry w

---

Entry w
This record from the OMol25 dataset describes a gas-phase ion, C2H2BrO3S (charge -1). The level of theory is ωB97M-V/def2-TZVPD.

HOMO-LUMO gap: 0.302 Eh
highest occupied orbital energy: -5.2 eV
SMILES string: O=S(=O)([O-])/C=C/Br
E_LUMO: 0.1098 Ha

The geometry in ORCA input format:
```
! wB97M-V def2-TZVPD RIJCOSX def2/J DEFGRID3
* xyz -1 1
H -0.450 1.273 -0.899
S 2.126 -0.140 -0.012
Br -2.543 0.020 -0.095
C 0.410 -0.409 0.358
O 2.771 -1.168 0.843
O 2.027 -0.416 -1.431
C -0.664 0.361 -0.254
H 0.436 -1.279 1.045
O 2.485 1.178 0.418
*
```

---

Entry x
This record from the OMol25 dataset describes a molecular structure, C2H2BrO3S. The level of theory is ωB97M-V/def2-TZVPD.

HOMO-LUMO gap: 0.278 Eh
highest occupied orbital energy: -3.9 eV
E_LUMO: 0.1343 Ha

The geometry in ORCA input format:
```
! wB97M-V def2-TZVPD RIJCOSX def2/J DEFGRID3
* xyz -1 1
O -1.150 0.250 1.617
O -1.129 -1.073 -0.520
S -0.934 0.446 0.186
C 0.121 -0.435 -0.910
O -1.759 1.492 -0.350
H -0.057 0.128 -1.839
H 1.261 -1.231 0.923
Br 1.783 1.138 0.712
C 1.864 -0.715 0.182
*
```

---

Least stable: entry x

---

Entry w
This record from the OMol25 dataset describes 2 unconnected molecules or ions with the total composition C5H16N2S. The level of theory is ωB97M-V/def2-TZVPD.

HOMO-LUMO gap: 0.317 Eh
highest occupied orbital energy: -7.7 eV
SMILES string: CCCN.NCCS
E_LUMO: 0.0335 Ha

The geometry in ORCA input format:
```
! wB97M-V def2-TZVPD RIJCOSX def2/J DEFGRID3
* xyz 0 1
N -0.038 2.458 -0.086
H -2.835 1.127 -1.475
H -1.769 2.287 -2.265
N 1.639 -0.094 -0.671
H 1.290 0.725 -0.160
C 0.211 -1.511 0.811
S -0.870 0.072 -2.334
H 2.604 0.145 -0.880
H 1.934 -2.152 -0.332
H -1.587 1.241 0.608
H 0.721 -3.575 1.256
H -0.819 -3.050 1.945
H -2.146 2.784 0.037
H 2.318 -1.087 1.027
C -1.798 1.452 -1.563
C 1.591 -1.276 0.224
C -1.428 1.982 -0.180
H 0.708 -2.566 2.671
H 0.017 3.080 0.716
H -0.479 -1.668 -0.019
H -0.094 -0.603 1.339
H 0.409 -0.030 -1.479
C 0.199 -2.734 1.719
H 0.224 2.991 -0.909
*
```

---

Entry x
This record from the OMol25 dataset describes 2 unconnected molecules or ions with the total composition C5H16N2S. The level of theory is ωB97M-V/def2-TZVPD.

HOMO-LUMO gap: 0.325 Eh
highest occupied orbital energy: -8.0 eV
SMILES string: CCCS.NCCN
E_LUMO: 0.0316 Ha

The geometry in ORCA input format:
```
! wB97M-V def2-TZVPD RIJCOSX def2/J DEFGRID3
* xyz 0 1
H -1.479 -0.141 -1.239
C -2.335 -0.699 -0.849
H 0.408 1.058 -2.042
H -2.681 -0.203 0.061
N 1.760 2.360 2.071
C -0.844 -2.344 0.474
H 2.643 2.551 2.529
H 0.619 -0.649 -0.919
H -1.562 -2.657 -1.496
H 1.311 1.670 2.667
H 0.426 2.596 -0.390
H 2.742 2.196 0.204
C 0.736 1.602 -0.050
H -2.837 -2.684 -0.315
N 1.019 0.822 -1.271
H 2.352 0.653 0.965
C 1.983 1.677 0.802
H -0.083 1.151 0.516
H -3.107 -0.635 -1.617
H -0.855 -3.417 0.666
H 1.983 0.945 -1.556
C -1.915 -2.155 -0.589
S 0.823 -1.847 -0.033
H -1.108 -1.849 1.412
*
```

---

Least stable: entry x